# 1
19
Properties=species:S:1:pos:R:3:forces:R:3 method="wB97M-V/def2-TZVPD" total_energy_ev=-10841.4907 homo_ha=-0.240 spin_multiplicity=1 e_above_lowest_ev=3.721 smiles="CC(NCO)=C(N)N" charge=0
C -2.0277 0.2857 0.6207 1.6 2.4 -0.9
C 0.3731 -1.9512 -0.7639 -0.3 -0.2 -0.9
N -1.1072 -0.7215 0.8025 0.6 -0.7 0.7
C 0.7213 0.5220 -0.1215 1.2 -3.4 -0.1
C -0.0831 -0.6481 -0.1967 0.7 1.5 0.5
N 1.3539 0.8811 1.0899 -0.6 0.9 -0.6
N 1.3806 0.9623 -1.2657 0.1 -0.2 0.6
O -1.1157 1.6612 0.3947 -2.3 -0.6 0.6
H -1.1219 1.8697 -0.5506 -0.3 -0.2 0.3
H -0.7690 -0.8026 1.7645 -0.3 0.0 -0.1
H 1.3432 0.2914 -2.0228 -0.3 0.1 0.0
H 1.7359 1.8177 1.0787 -0.1 0.2 0.1
H 0.7266 0.8200 1.8803 0.0 -0.1 -0.1
H 2.3244 1.2936 -1.1172 0.0 0.0 0.1
H -2.5358 0.1898 -0.3395 -0.2 0.1 0.3
H -2.6477 0.5021 1.4854 0.0 0.1 -0.1
H 1.4399 -2.0163 -0.9848 0.2 0.2 0.1
H -0.1413 -2.1943 -1.6993 0.0 -0.4 0.0
H 0.1506 -2.7624 -0.0546 0.0 0.3 -0.1

=====

# 2
19
Properties=species:S:1:pos:R:3:forces:R:3 method="wB97M-V/def2-TZVPD" total_energy_ev=-10843.4540 homo_ha=-0.307 spin_multiplicity=1 e_above_lowest_ev=1.757 smiles="CNC(=O)CNCN" charge=0
O -0.4092 -1.2751 -1.5288 -0.1 -0.2 0.3
C -0.5025 -0.1095 -1.1876 -0.2 -1.1 -0.8
N -0.9830 0.8161 -2.0788 0.0 1.7 1.3
C -0.5335 2.2226 -1.9646 -0.2 -0.6 -2.0
C -0.1960 0.3121 0.2554 0.2 0.2 0.2
N -0.3430 -0.7646 1.2114 -0.7 0.5 -0.9
C 0.5989 -1.0950 2.2742 -1.8 -0.2 -0.1
N 1.5659 -2.1119 1.9380 -0.1 -0.6 0.7
H -1.2299 0.5381 -3.0116 0.2 -0.6 0.0
H -0.6467 2.5880 -0.9526 0.7 0.0 0.1
H -1.1099 2.9061 -2.6089 -0.4 -0.5 0.3
H 0.4344 2.2257 -2.5034 0.2 0.6 1.3
H -0.9514 1.0803 0.4885 0.7 0.3 0.0
H 0.8528 0.6826 0.2788 -0.7 0.3 0.0
H -0.7945 -1.5538 0.7611 0.3 -0.1 0.3
H 0.9681 -0.1713 2.7402 0.4 -0.3 -0.4
H -0.1372 -1.5011 3.0290 1.3 0.0 -0.3
H 1.0424 -2.8564 1.4943 0.3 -0.1 0.0
H 2.3744 -1.9329 1.3653 -0.1 0.8 -0.1

=====

# 3
19
Properties=species:S:1:pos:R:3:forces:R:3 method="wB97M-V/def2-TZVPD" total_energy_ev=-10844.2772 homo_ha=-0.344 spin_multiplicity=1 e_above_lowest_ev=0.934 charge=0
C 1.0177 -0.1020 1.2305 0.0 1.2 -0.3
C 1.2406 -0.9668 -0.0044 -0.2 0.3 0.0
N 0.4283 -2.0386 -0.0712 -0.2 -0.4 0.0
N -0.1080 -0.5555 2.0220 -0.2 0.0 0.3
O 2.0364 -0.6669 -0.8729 0.3 0.1 -0.1
H 0.5276 -2.6959 -0.8256 0.1 0.0 0.0
H -0.1044 -2.2700 0.7536 0.0 0.0 0.0
H -0.0595 -0.1608 2.9554 0.0 -0.1 -0.1
H -0.9716 -0.2077 1.5931 0.2 0.0 0.3
H 0.8957 0.9880 0.8724 0.6 -1.6 0.5
H 1.9328 -0.1740 1.8265 -0.1 0.2 -0.1
C -0.4425 1.1687 -1.9052 0.1 -0.3 0.0
C -0.9563 1.3939 -0.5249 0.1 0.9 0.0
N -1.8486 0.7552 0.0969 -0.2 -0.2 0.4
H -2.1988 -0.0587 -0.4098 0.0 0.2 -0.3
H -0.4989 2.2623 0.0118 -0.4 -0.5 -0.4
H -0.8991 0.2896 -2.3572 -0.1 0.0 -0.1
H -0.6242 2.0435 -2.5281 0.0 0.1 0.0
H 0.6328 0.9958 -1.8630 0.1 0.1 -0.1

=====

# 4
19
Properties=species:S:1:pos:R:3:forces:R:3 method="wB97M-V/def2-TZVPD" total_energy_ev=-10842.6529 homo_ha=-0.320 spin_multiplicity=1 e_above_lowest_ev=2.558 smiles="CNN(C)C(=O)CN" charge=0
C 0.2218 2.1413 0.1035 1.7 -0.4 1.2
C -1.3747 -0.0806 -1.8995 -2.9 0.9 0.2
C 0.2762 -1.0589 -0.4811 0.6 0.7 1.2
C 1.1698 -1.1617 0.7987 1.2 0.5 -0.2
H 1.2509 1.7198 0.3594 -0.9 0.8 -0.2
H 0.3099 2.4998 -0.9248 -0.4 -0.2 0.1
H 0.0491 3.0442 0.7703 -0.3 -1.4 -0.7
H -0.8596 0.5641 1.1046 0.5 0.5 0.1
H -1.1734 -1.0153 -2.3930 0.0 -0.3 0.0
H -1.3140 0.7114 -2.6477 0.6 0.2 0.2
H -2.4813 -0.0114 -1.5661 1.6 -0.4 -0.4
H 1.6651 -2.1669 0.7191 -0.5 0.9 -0.2
H 2.0554 -0.4190 0.8122 -1.7 -0.8 0.0
H 0.9323 -0.7959 2.8600 -1.5 -1.0 -1.9
H -0.1034 -1.9417 2.1054 -0.7 -1.4 0.8
N -0.7438 1.0424 0.2149 -0.7 0.3 -1.1
N -0.5171 0.0441 -0.7593 1.3 -0.7 0.7
N 0.3371 -1.0754 2.0023 2.2 2.6 1.3
O 0.2997 -2.0403 -1.1787 -0.2 -0.8 -1.1

=====

# 5
20
Properties=species:S:1:pos:R:3:forces:R:3 method="wB97M-V/def2-TZVPD" total_energy_ev=-12890.0967 homo_ha=-0.351 spin_multiplicity=1 e_above_lowest_ev=2.733 charge=0
C -3.0009 -1.3594 -1.9449 -2.4 3.3 0.6
C -1.0306 -0.9986 -0.4171 0.8 1.8 -0.9
N -0.5201 -0.0166 -1.2544 3.8 -5.3 9.7
N -2.3867 -1.6518 -0.6547 3.2 -3.1 -0.1
N -0.2726 -1.2029 0.7319 -1.7 -1.6 -1.2
H -0.9953 0.2402 -1.9450 -5.3 2.6 -7.2
H 0.6336 0.5614 -0.8511 -0.7 -0.2 1.0
H -2.3776 -2.7894 -0.5699 0.6 3.7 0.3
H -0.1844 -2.1469 1.1520 -0.7 1.2 -0.5
H 0.1670 -0.3749 1.2647 0.1 -0.3 -0.8
H -3.9895 -1.8418 -2.0676 1.0 -0.8 0.1
H -2.4253 -1.3179 -2.8863 0.0 -0.3 0.6
H -3.4972 -0.3165 -1.7428 1.4 -1.2 -0.9
C 3.0063 2.1359 1.3610 0.4 -1.1 -0.8
C 1.7816 1.2505 0.9254 -0.5 0.2 1.3
O 1.5409 1.1076 -0.2932 0.8 0.3 -2.8
O 1.0199 0.7554 1.7895 1.1 0.7 0.6
H 2.9873 3.1517 0.9163 -0.4 -0.6 0.3
H 4.0404 1.7152 1.0072 -2.1 0.4 0.9
H 2.8711 2.1437 2.4460 0.7 0.3 -0.2

=====

# 6
20
Properties=species:S:1:pos:R:3:forces:R:3 method="wB97M-V/def2-TZVPD" total_energy_ev=-12890.7484 homo_ha=-0.334 spin_multiplicity=1 e_above_lowest_ev=2.082 smiles="[H]/N=C(/N)NC.CC(=O)O" charge=0
C 2.6471 1.2775 -2.2051 -0.7 2.3 1.4
C 1.3793 -0.1905 -0.7993 -0.7 1.1 -3.3
N 1.1928 -1.4788 -0.3416 0.9 -0.9 -1.8
N 2.5933 0.0471 -1.5247 -2.2 -1.3 2.6
N 0.3053 0.6070 -0.8444 1.2 -2.6 1.5
H 1.5202 -2.2258 -1.1144 -1.5 2.1 2.8
H 0.2337 -1.4924 0.0447 0.7 -1.0 -0.4
H 3.1788 -0.7715 -1.7168 -0.3 0.9 0.1
H 0.2503 1.5751 -1.0220 1.1 0.9 -0.5
H -0.9457 0.1097 -0.1403 0.9 -0.2 0.2
H 2.1563 2.1006 -1.5482 0.3 -1.6 -1.3
H 2.2322 1.2434 -3.1834 -0.6 0.2 -0.9
H 3.6011 1.7235 -2.2413 1.6 -0.1 -0.3
C -3.3906 0.2728 1.8768 -0.4 0.4 -0.2
C -1.9745 -0.1735 1.5530 3.1 0.5 4.1
O -1.0053 -0.2060 2.3547 -2.7 0.3 -0.4
O -1.7048 -0.4095 0.3451 -1.5 -0.9 -4.1
H -3.8234 0.6282 0.9119 0.1 -0.5 0.7
H -3.2436 1.1908 2.4937 -0.5 -0.9 0.0
H -4.0865 -0.5027 2.3398 1.2 1.1 -0.4